1.
The following is a DFT calculation (the ωB97M-V functional and the def2-TZVPD basis) of a cluster of 4 separate species, C26H49FN4O8 in total in a non-equilibrium geometry.

```
88
Properties=species:S:1:pos:R:3:lowdin_charge:R:1
O -3.479 2.560 -0.089 0.153
C -2.789 1.798 -0.675 -0.369
N -3.131 1.196 -1.967 0.142
C -2.369 -0.050 -1.976 -0.374
O -2.708 -1.040 -2.523 0.171
C -1.179 0.174 -1.085 -0.089
C 0.011 -0.530 -0.978 0.100
C 0.920 -0.080 -0.029 -0.266
F 2.098 -0.718 0.081 0.070
C 0.652 0.982 0.791 -0.002
C -0.547 1.677 0.676 0.032
C -1.446 1.253 -0.296 -0.103
H -2.597 1.794 -2.607 0.152
H 0.207 -1.376 -1.619 0.140
H 1.382 1.281 1.529 0.129
H -0.787 2.510 1.318 0.127
C 4.551 -7.505 2.746 -0.117
O 5.294 -6.434 3.298 -0.199
C 6.063 -5.713 2.341 -0.220
C 5.574 -4.285 2.242 -0.217
N 4.253 -4.231 1.630 -0.048
C 3.618 -2.916 1.684 -0.209
C 3.228 -2.377 3.056 -0.226
O 2.200 -3.112 3.692 -0.176
C 2.630 -4.196 4.495 -0.098
H 4.060 -8.021 3.569 0.087
H 3.785 -7.147 2.049 0.083
H 5.205 -8.214 2.229 0.087
H 6.037 -6.202 1.363 0.122
H 7.101 -5.710 2.688 0.121
H 6.275 -3.708 1.631 0.123
H 5.577 -3.863 3.257 0.109
H 3.652 -4.899 2.095 0.074
H 2.710 -2.976 1.082 0.108
H 4.274 -2.190 1.194 0.116
H 2.825 -1.371 2.904 0.112
H 4.092 -2.266 3.723 0.111
H 3.603 -4.002 4.953 0.089
H 2.676 -5.127 3.924 0.072
H 1.894 -4.331 5.288 0.087
C -11.071 3.170 1.347 -0.120
O -10.632 2.815 0.050 -0.199
C -9.669 3.711 -0.497 -0.220
C -8.349 3.004 -0.712 -0.217
N -7.723 2.677 0.562 -0.047
C -6.549 1.812 0.447 -0.201
C -6.774 0.386 -0.043 -0.220
O -7.522 -0.423 0.849 -0.178
C -8.926 -0.386 0.671 -0.104
H -11.845 2.461 1.636 0.087
H -10.256 3.116 2.076 0.082
H -11.497 4.178 1.357 0.086
H -9.539 4.589 0.142 0.121
H -10.051 4.052 -1.464 0.120
H -7.681 3.657 -1.280 0.124
H -8.548 2.108 -1.316 0.109
H -8.407 2.220 1.152 0.072
H -6.096 1.754 1.440 0.121
H -5.820 2.296 -0.202 0.093
H -5.791 -0.088 -0.119 0.116
H -7.208 0.353 -1.049 0.112
H -9.199 -0.228 -0.375 0.089
H -9.391 0.388 1.288 0.071
H -9.325 -1.349 0.992 0.086
C 7.231 2.050 -4.663 -0.116
O 7.001 1.443 -3.405 -0.198
C 7.259 2.297 -2.297 -0.219
C 5.985 2.553 -1.522 -0.216
N 5.065 3.376 -2.296 -0.049
C 3.733 3.497 -1.713 -0.195
C 2.875 2.238 -1.648 -0.233
O 2.483 1.744 -2.916 -0.178
C 3.384 0.832 -3.523 -0.093
H 7.068 1.292 -5.427 0.088
H 6.542 2.882 -4.841 0.083
H 8.261 2.412 -4.743 0.088
H 7.713 3.238 -2.619 0.122
H 7.974 1.784 -1.646 0.121
H 6.230 3.069 -0.590 0.123
H 5.551 1.575 -1.268 0.109
H 4.977 2.982 -3.224 0.074
H 3.189 4.237 -2.306 0.120
H 3.829 3.910 -0.704 0.119
H 1.941 2.496 -1.140 0.109
H 3.341 1.448 -1.047 0.104
H 3.918 0.234 -2.780 0.091
H 4.106 1.345 -4.163 0.072
H 2.800 0.163 -4.155 0.088
```

Calculated values
* molar mass: 564.70 g mol⁻¹
* SMILES string: O=C1NC(=O)c2cc(F)ccc21.COCCNCCOC.COCCNCCOC.COCCNCCOC
* E_LUMO: -0.0129 hartree
* 2S+1: 1
* ΔE to the lowest compared entry with this formula, charge and spin: 17.6 kJ/mol

2.
The following is a DFT calculation (the ωB97M-V functional and the def2-TZVPD basis) of a cluster of 2 separate species, C4H15N3O in total in a non-equilibrium geometry.

```
23
Properties=species:S:1:pos:R:3:nbo_charge:R:1
C 1.127 1.332 -0.183 -0.236
N 0.483 0.030 -0.356 -0.641
C 1.008 -1.070 0.480 -0.269
C 0.462 -2.365 -0.002 -0.518
N -0.773 -2.831 0.712 -1.152
C 0.583 2.366 -1.176 -0.233
N -0.409 3.280 -0.596 -0.870
H 2.175 1.199 -0.495 0.166
H 1.130 1.690 0.852 0.156
H -0.499 0.184 -0.094 0.363
H 0.810 -0.835 1.519 0.176
H 2.086 -1.084 0.288 0.174
H 0.199 -2.338 -1.086 0.197
H 1.230 -3.158 0.114 0.156
H -1.236 -3.553 0.167 0.294
H -0.445 -3.196 1.609 0.320
H 0.081 1.800 -1.961 0.205
H 1.393 2.862 -1.666 0.176
H -0.018 3.886 0.104 0.350
H -1.260 2.802 -0.348 0.376
H -3.397 -0.332 0.418 0.406
H -2.102 -0.747 0.848 0.478
O -2.628 0.078 0.854 -1.074
```

Calculated values
* molar mass: 121.18 g mol⁻¹
* E_LUMO (alpha / beta): 0.1356 / 0.1319 hartree
* net charge: -1
* 2S+1: 2
* ΔE to the lowest compared entry with this formula, charge and spin: 61.1 kJ/mol
* <S²>: 0.75